{
  "formula": "C18H41N2P3RhSSe",
  "method": "the ωB97M-V functional and the def2-TZVPD basis",
  "total_energy_ev": -129336.1615,
  "homo_energy_ev": [-14.9, -16.1],
  "spin_multiplicity": 5,
  "de_lowest_ev": 2.7525,
  "e_lumo_ev": [-8.32, -12.49],
  "charge": 3,
  "species": ["Rh", "P", "P", "P", "H", "C", "C", "H", "C", "C", "C", "C", "C", "C", "C", "C", "C", "H", "H", "H", "H", "H", "H", "H", "H", "H", "H", "H", "H", "H", "H", "H", "H", "H", "H", "H", "H", "H", "H", "H", "H", "H", "H", "H", "H", "H", "C", "C", "C", "C", "C", "C", "Se", "H", "H", "H", "H", "H", "H", "N", "C", "N", "S", "H", "H", "H", "H"],
  "xyz": [[-0.265, -0.646, 0.225], [0.167, 1.509, 1.544], [-2.407, -0.115, 0.451], [2.037, -0.616, 0.291], [-1.513, -3.318, -4.782], [-0.981, -4.032, -4.128], [-0.685, -3.953, -2.810], [-1.307, -3.367, -2.043], [0.435, 3.165, 0.786], [-1.105, 2.031, 2.726], [1.580, 1.764, 2.692], [-3.438, -0.887, -0.865], [-3.169, -0.829, 1.930], [-3.030, 1.618, 0.087], [2.561, -1.727, -1.021], [3.051, -1.194, 1.678], [2.996, 0.883, -0.262], [-0.992, -4.916, -4.763], [0.087, -4.622, -2.344], [0.574, 3.916, 1.546], [-0.400, 3.512, 0.202], [1.324, 3.194, 0.181], [-0.772, 2.968, 3.189], [-1.312, 1.303, 3.511], [-2.046, 2.295, 2.257], [1.432, 2.740, 3.170], [2.546, 1.829, 2.207], [1.664, 1.033, 3.490], [-4.454, -0.451, -0.913], [-3.594, -1.958, -0.668], [-2.888, -0.690, -1.799], [-3.628, -0.026, 2.508], [-2.437, -1.320, 2.582], [-3.897, -1.543, 1.544], [-4.120, 1.592, 0.280], [-2.821, 1.851, -0.971], [-2.573, 2.421, 0.681], [3.654, -1.754, -0.981], [2.218, -1.324, -1.972], [2.112, -2.700, -0.824], [3.900, -1.694, 1.206], [2.500, -1.937, 2.261], [3.402, -0.397, 2.336], [4.008, 0.465, -0.430], [3.025, 1.670, 0.504], [2.551, 1.266, -1.196], [0.531, 1.416, -3.597], [0.218, 0.038, -3.504], [0.493, -0.793, -4.627], [1.046, -0.214, -5.801], [1.256, 1.150, -5.883], [0.995, 1.985, -4.815], [0.004, 2.613, -2.244], [-1.356, 2.543, -2.790], [-0.270, -0.341, -2.554], [0.268, -1.874, -4.615], [1.334, -0.762, -6.699], [1.621, 1.492, -6.843], [1.126, 3.025, -4.933], [-0.467, -2.004, 5.953], [-0.115, -0.926, 5.238], [0.030, 0.220, 5.951], [0.078, -1.150, 3.578], [-0.571, -1.858, 6.932], [-0.491, -2.903, 5.496], [0.312, 1.082, 5.499], [-0.033, 0.255, 6.966]]
}

***

{
  "formula": "C4H12N2O",
  "method": "the ωB97M-V functional and the def2-TZVPD basis",
  "total_energy_ev": -9369.7057,
  "homo_energy_ev": -9.3,
  "smiles": "[H]/N=C/N.CCCO",
  "de_lowest_ev": 1.4881,
  "e_lumo_ev": 0.87,
  "charge": 0,
  "species": ["N", "C", "N", "H", "H", "H", "H", "C", "O", "C", "C", "H", "H", "H", "H", "H", "H", "H", "H"],
  "xyz": [[-0.522, 2.765, -1.600], [-0.187, 1.545, -2.170], [1.006, 1.123, -2.360], [-1.467, 2.933, -1.282], [0.176, 3.470, -1.392], [-1.096, 0.957, -2.382], [0.900, 0.202, -2.844], [0.464, -0.674, 1.285], [0.091, 0.542, 1.893], [-0.556, -1.798, 1.591], [-0.213, -3.201, 1.011], [0.521, -0.505, 0.187], [1.481, -0.977, 1.624], [0.864, 1.104, 1.773], [-0.635, -1.850, 2.701], [-1.539, -1.452, 1.215], [0.727, -3.609, 1.461], [-1.078, -3.874, 1.287], [-0.020, -3.182, -0.070]]
}

***

{
  "formula": "C3H3NO2S",
  "method": "the ωB97M-V functional and the def2-TZVPD basis",
  "total_energy_ev": -19572.3227,
  "homo_energy_ev": [-10.3, -9.5],
  "de_lowest_ev": 8.4536,
  "e_lumo_ev": [-2.22, -2.60],
  "charge": 0,
  "species": ["C", "C", "C", "N", "O", "O", "S", "H", "H", "H"],
  "xyz": [[1.426, 1.063, 0.774], [0.601, 0.848, -0.241], [-1.538, -0.576, 0.973], [1.981, 1.324, 1.749], [-0.338, -0.919, -2.024], [1.818, 0.235, -2.502], [0.812, -0.191, -1.574], [-1.318, -1.177, 1.745], [-1.978, 0.299, 1.072], [-1.465, -0.907, 0.028]]
}

***

{
  "formula": "C6H9N2O",
  "method": "the ωB97M-V functional and the def2-TZVPD basis",
  "total_energy_ev": -11383.0109,
  "homo_energy_ev": [-11.5, -11.5],
  "de_lowest_ev": 5.3198,
  "e_lumo_ev": [-4.81, -4.81],
  "charge": 1,
  "species": ["C", "C", "C", "C", "C", "C", "N", "N", "O", "H", "H", "H", "H", "H", "H", "H", "H", "H"],
  "xyz": [[1.715, 1.416, 0.319], [2.139, -0.763, -0.420], [-1.908, 0.599, -0.480], [-1.058, -0.648, -0.459], [-0.438, 0.721, -0.401], [-1.184, -1.617, 0.712], [2.486, 0.211, 0.224], [0.463, 1.595, -0.088], [1.805, -1.800, -0.879], [2.105, 2.185, 0.841], [-2.292, 0.973, -1.444], [-2.539, 0.729, 0.401], [-1.069, -1.164, -1.482], [-1.535, -0.891, 1.484], [-0.238, -2.262, 0.810], [-2.154, -2.273, 0.596], [3.528, 0.435, 0.304], [0.172, 2.552, -0.038]]
}

***

{
  "formula": "C5H10N",
  "method": "the ωB97M-V functional and the def2-TZVPD basis",
  "total_energy_ev": -6825.2099,
  "homo_energy_ev": [-13.3, -12.7],
  "de_lowest_ev": 4.9920,
  "e_lumo_ev": [-5.63, -6.30],
  "charge": 1,
  "species": ["C", "C", "C", "C", "C", "N", "H", "H", "H", "H", "H", "H", "H", "H", "H", "H"],
  "xyz": [[2.718, 0.787, -0.035], [-1.525, -0.667, -0.790], [0.344, 0.860, 0.489], [-1.022, -1.796, -1.461], [-0.381, 1.277, 1.664], [1.562, 1.009, 0.367], [3.192, 1.523, -0.598], [3.223, -0.103, 0.242], [-2.307, -0.924, -0.038], [-1.407, 0.274, -1.349], [-0.374, -2.503, -0.754], [-0.535, -1.553, -2.344], [-1.861, -2.510, -1.717], [-1.477, 1.227, 1.735], [-0.105, 2.332, 1.951], [-0.045, 0.767, 2.640]]
}

***

{
  "formula": "C20H57F3HfN3O13S",
  "method": "the ωB97M-V functional and the def2-TZVPD basis",
  "total_energy_ev": -73014.5679,
  "homo_energy_ev": -14.9,
  "e_lumo_ev": -12.44,
  "charge": 3,
  "species": ["Hf", "C", "F", "F", "F", "S", "O", "O", "O", "C", "O", "H", "H", "H", "H", "C", "O", "H", "H", "H", "H", "C", "O", "H", "H", "H", "H", "C", "C", "C", "O", "C", "N", "H", "H", "H", "H", "H", "H", "H", "H", "H", "H", "H", "C", "C", "C", "O", "C", "N", "H", "H", "H", "H", "H", "H", "H", "H", "H", "H", "H", "C", "C", "C", "O", "C", "N", "H", "H", "H", "H", "H", "H", "H", "H", "H", "H", "H", "C", "C", "O", "O", "H", "H", "H", "H", "H", "H", "C", "C", "O", "O", "H", "H", "H", "H", "H", "H"],
  "xyz": [[-18.949, 16.680, 13.997], [-16.624, 16.763, 9.521], [-15.680, 16.078, 8.933], [-16.101, 17.955, 9.765], [-17.713, 16.843, 8.834], [-17.019, 15.697, 11.062], [-17.923, 16.471, 12.021], [-17.618, 14.491, 10.584], [-15.761, 15.467, 11.764], [-15.142, 12.407, 13.047], [-15.954, 12.889, 14.119], [-15.473, 11.395, 12.797], [-15.304, 13.014, 12.157], [-14.091, 12.406, 13.334], [-15.540, 12.639, 14.950], [-14.940, 12.519, 8.665], [-14.290, 12.351, 7.432], [-14.252, 12.742, 9.491], [-15.539, 13.429, 8.587], [-15.598, 11.708, 8.988], [-13.718, 11.579, 7.503], [-16.857, 14.147, 5.068], [-17.303, 15.270, 5.800], [-16.660, 13.383, 5.825], [-17.511, 13.792, 4.277], [-15.925, 14.445, 4.575], [-16.704, 15.574, 6.476], [-19.160, 19.724, 6.635], [-19.730, 20.049, 8.018], [-19.886, 21.601, 8.180], [-20.505, 21.759, 9.428], [-20.862, 23.093, 9.801], [-21.015, 19.320, 8.302], [-19.763, 19.906, 5.744], [-18.783, 18.702, 6.573], [-18.298, 20.382, 6.482], [-18.944, 19.737, 8.712], [-20.377, 22.089, 7.333], [-18.836, 21.907, 8.081], [-20.022, 23.790, 9.818], [-21.403, 23.011, 10.738], [-21.520, 23.500, 9.027], [-21.513, 20.132, 8.679], [-21.477, 19.285, 7.392], [-14.613, 15.821, 15.561], [-15.635, 16.923, 15.523], [-15.105, 18.340, 15.804], [-16.105, 19.310, 15.534], [-15.790, 20.617, 16.025], [-16.499, 16.673, 14.240], [-15.081, 14.840, 15.611], [-14.096, 15.946, 16.519], [-13.845, 15.839, 14.786], [-16.310, 16.732, 16.367], [-14.263, 18.603, 15.160], [-14.960, 18.323, 16.886], [-15.823, 20.608, 17.114], [-16.498, 21.291, 15.542], [-14.810, 20.963, 15.684], [-16.185, 17.572, 13.827], [-15.896, 16.022, 13.725], [-18.241, 21.126, 12.045], [-17.612, 19.758, 12.136], [-16.081, 19.775, 12.025], [-15.564, 18.500, 12.350], [-14.210, 18.337, 11.956], [-18.103, 19.067, 13.410], [-18.246, 21.504, 11.016], [-17.771, 21.935, 12.607], [-19.326, 21.188, 12.180], [-18.161, 19.140, 11.418], [-15.762, 20.457, 12.822], [-15.811, 20.169, 11.047], [-14.041, 18.262, 10.882], [-13.914, 17.375, 12.383], [-13.542, 19.061, 12.430], [-18.908, 19.658, 13.643], [-17.453, 19.401, 14.137], [-20.257, 13.731, 12.583], [-19.349, 13.323, 13.728], [-18.265, 14.305, 13.836], [-20.313, 15.203, 12.549], [-21.265, 13.325, 12.589], [-19.762, 13.504, 11.637], [-18.997, 12.301, 13.604], [-19.904, 13.329, 14.669], [-17.435, 13.758, 13.869], [-20.891, 15.378, 11.767], [-20.765, 16.334, 9.334], [-22.253, 16.273, 9.708], [-22.446, 16.000, 11.088], [-20.166, 17.408, 10.066], [-20.583, 16.588, 8.288], [-20.219, 15.395, 9.460], [-22.783, 15.588, 9.037], [-22.678, 17.231, 9.396], [-23.396, 16.078, 11.232], [-20.383, 18.234, 9.556]]
}